Density functional theory data (ωB97M-V/def2-TZVPD) for C32H34N4O3Pt as an isolated structure.

XYZ file:
```
74
Properties=species:S:1:pos:R:3:forces:R:3
C -0.3827 -0.3231 2.5938 0.1 0.2 -0.3
H 3.6552 -0.5124 -0.7967 0.0 0.0 0.0
H -3.0717 6.2159 -0.5227 0.0 0.0 0.0
H -5.6340 3.7175 0.6245 0.0 0.0 0.0
C -2.7138 -0.7129 3.1866 -0.1 0.0 0.0
C 2.6243 -0.0201 1.2683 0.1 0.1 0.4
C -0.2120 0.8694 -4.9588 0.1 0.0 0.1
N -1.2596 1.6160 -0.3598 -0.3 -0.2 -0.4
C -4.5745 4.9182 -2.4377 0.0 0.0 0.0
C -3.1935 -2.1617 0.8749 0.0 0.1 0.0
C -1.4896 2.0150 -6.8188 0.0 0.0 0.0
H -3.6730 5.3643 -2.8614 0.0 0.0 0.0
N 0.4988 0.1224 1.7582 -0.5 -0.1 0.4
H 1.3748 -0.5960 -5.1031 0.0 0.0 0.0
H 1.2348 2.4422 -6.6653 0.0 0.0 0.0
C -0.9762 1.5692 -4.0337 0.1 -0.1 0.2
H -5.1528 -2.4237 1.6224 0.0 0.0 0.0
C -1.9552 2.1106 0.6684 0.0 0.0 -0.1
O -0.9866 -1.8130 0.1503 0.0 -0.1 -0.1
H -3.3710 -2.7502 -0.0166 0.0 0.0 0.0
H -2.4634 1.7108 -6.4309 0.0 0.0 0.0
H 7.0574 -0.3820 -0.0570 0.0 0.0 0.0
H -1.6866 1.7338 1.6425 0.0 0.0 0.0
C -1.5617 2.0300 -1.6113 0.1 0.0 0.2
H -4.8608 4.0601 -3.0485 0.0 0.0 0.0
C 5.0024 -0.2416 0.4840 0.0 0.0 -0.1
C 5.9142 0.2492 3.0764 -0.1 0.0 0.0
C -1.6844 -0.8182 2.2280 0.2 0.0 0.1
H 1.6516 -0.8121 -2.6596 0.0 0.0 0.0
C -1.8738 -1.5951 1.0137 -0.3 0.0 0.2
O 2.2237 -0.3321 0.0562 -0.1 -0.2 -0.5
C 4.5616 0.2203 2.8069 0.0 0.0 0.0
H 7.8828 0.0517 2.2370 0.0 0.0 0.0
H -0.0632 -0.3409 3.6347 0.0 0.0 0.0
H -5.9670 3.0365 -0.9682 0.0 0.0 0.0
H -1.7557 2.2364 -4.3634 0.0 0.0 0.0
C -5.6980 3.9508 -0.4378 0.0 0.0 0.0
H 0.0034 -1.1001 -6.8740 0.0 0.0 0.0
C -4.3834 4.5338 -0.9719 0.0 0.0 0.0
H -3.9263 5.5876 0.8884 0.0 0.0 0.0
C -4.0172 5.7956 -0.1773 0.0 0.0 0.0
C 6.3697 -0.2093 0.7593 0.0 0.0 0.0
C 0.9268 1.4818 -7.0811 0.0 0.0 0.0
H -0.9287 -0.2740 -8.1199 0.0 0.0 0.0
Pt 0.3187 0.3591 -0.1933 0.4 0.6 -0.3
C -2.5541 2.9709 -1.8477 0.1 -0.1 0.2
N 0.1977 0.5596 -2.2157 -0.2 0.2 0.1
C -3.9600 -1.2477 2.9849 0.1 0.1 0.0
H -2.4993 -0.1758 4.1061 0.0 0.0 0.0
C 0.9209 -0.1403 -3.0893 0.1 0.1 0.0
H 1.7301 0.7658 -6.9095 0.0 0.0 0.0
C -0.7554 1.3950 -2.6726 0.0 -0.2 0.0
H -1.7006 -0.7333 -6.5977 0.0 0.0 0.0
H -4.7420 -1.1391 3.7231 0.0 0.0 0.0
H -1.2602 3.0141 -6.4446 0.0 0.0 0.0
C -2.9570 3.0375 0.4888 0.0 0.0 -0.1
C 0.7500 -0.0054 -4.4489 0.0 0.0 0.0
H -1.5760 2.0826 -7.9034 0.0 0.0 0.0
H -4.7933 6.5518 -0.3042 0.0 0.0 0.0
C -0.7775 -0.3596 -7.0428 0.0 0.0 0.0
H -6.5040 4.6738 -0.5726 0.0 0.0 0.0
H -3.4815 3.3923 1.3645 0.0 0.0 0.0
C -0.3969 1.0093 -6.4624 0.0 0.0 0.0
C -3.2801 3.5007 -0.7878 0.0 0.0 0.1
C -4.1798 -1.9778 1.7981 -0.1 0.0 0.0
H 3.8367 0.3852 3.5917 0.0 0.0 0.0
C 6.8183 0.0329 2.0397 0.0 0.0 0.0
H -5.3735 5.6558 -2.5156 0.0 0.0 0.0
H 0.8094 1.5988 -8.1593 0.0 0.0 0.0
H 6.2641 0.4369 4.0818 0.0 0.0 0.0
H -2.7574 3.2860 -2.8580 0.0 0.0 0.0
N 1.8064 0.2796 2.2264 0.2 -0.2 0.0
C 4.0807 -0.0209 1.5169 0.0 0.0 0.1
O 4.6350 -0.4897 -0.7921 0.1 0.0 0.0
```
Forces are in eV/Å.

Properties
Orbital gap, eV: 5.48
Lowest unoccupied orbital energy, eV: -1.0
Energy above the lowest of the compared OMol25 structures with the same formula, charge and spin, kcal per mole: 26.0

Löwdin atomic charge list, values in e, 2 entries: -0.081 0.059

=====

Density functional theory data (ωB97M-V/def2-TZVPD) for a 10-piece molecular cluster, C51H126N10O3 overall.

XYZ file:
```
190
Properties=species:S:1:pos:R:3:forces:R:3
H -3.9345 -1.6138 0.9905 -0.1 -0.2 -0.2
C -1.8655 -4.4742 -4.7023 -0.5 -0.1 0.4
C -5.1613 1.9660 -3.9191 0.3 0.3 0.9
H -4.3016 -1.9555 -2.0125 0.3 0.1 0.5
H -4.6462 -0.0889 -4.4000 0.0 0.1 -0.1
H 0.0100 -3.0599 -3.4989 -0.1 -0.1 -0.2
H -1.3923 -2.0673 8.4355 0.1 0.2 0.2
H 1.8026 4.2563 1.8879 0.2 -0.5 0.4
H -3.4412 1.1003 -4.8591 0.0 -0.1 0.0
C 3.5107 -0.2529 -3.8052 0.9 -0.2 0.9
C -2.2365 1.3651 -2.6316 -1.2 0.8 0.0
H -5.5137 -1.2572 -0.8744 0.1 -0.2 0.1
C 1.9918 5.8110 -5.0682 -0.2 0.0 -0.7
C -1.0530 0.5194 6.7624 0.6 0.0 0.4
H 2.6199 4.7971 -2.0084 -0.1 0.0 0.2
H -6.8061 -4.6451 4.4258 -0.3 -0.6 -0.3
H -7.5330 -2.1136 2.1885 0.1 -0.1 -0.1
H -7.4537 -3.6483 1.3712 0.0 -0.3 0.1
H 0.7252 7.2393 -4.1317 0.1 0.1 0.1
C 0.8589 3.5631 -1.5378 0.2 0.0 -0.3
H -4.7782 -4.0393 5.3102 0.0 0.1 -0.2
H 2.9631 3.0906 0.0416 0.1 -0.1 -0.3
H 0.1711 0.4197 -7.2534 0.1 0.1 0.0
H -4.6118 2.8611 -3.6051 -0.1 0.1 -0.3
H 2.8185 -4.0847 -2.8230 0.0 0.3 -0.3
H -4.6986 -5.7381 5.0548 0.1 -0.2 -0.4
H 3.0952 -3.5837 -5.8179 -0.2 0.1 0.0
H -4.4091 -1.2691 2.6454 -0.1 0.1 0.0
C -0.5490 -4.6001 -5.4410 -0.4 -0.8 -0.9
H 2.2656 6.5500 -0.7429 -0.2 -0.2 0.6
H -2.0169 1.3756 -1.5609 0.2 -0.5 0.0
H 0.8836 3.9762 -0.5290 -0.2 -0.3 0.2
H 2.3747 -2.3905 7.5197 0.7 -0.2 -0.3
C -7.4243 -3.1893 2.3718 0.0 1.1 -0.1
H 3.0571 -4.8781 -6.9852 0.0 0.0 0.0
H -2.1299 -0.1030 1.4739 0.2 -0.3 -0.2
H 1.9100 4.0328 -3.4010 0.1 -0.5 0.3
C 1.7529 -5.2748 -5.3141 1.2 0.1 0.3
H 0.2290 -0.3029 -5.6362 0.0 0.1 0.0
C -2.0817 -1.3888 7.9292 -0.2 -0.1 -0.7
H 5.9829 -1.6259 0.3178 0.2 0.2 0.2
H 1.6721 -3.7947 -6.8945 0.2 0.2 0.0
H -8.5490 -3.1729 4.2255 0.5 -0.1 -0.1
H 5.1539 1.9862 -0.5985 -0.2 -0.1 0.1
H -4.1691 -3.6925 2.3132 0.0 0.0 0.0
H 2.6350 1.9351 -8.2964 -0.1 0.0 0.0
N 4.7346 1.3901 1.3265 0.0 0.9 0.0
N -6.1059 -3.3610 3.0038 -0.4 -0.7 -0.3
N -3.3881 0.5108 -2.8791 0.1 -0.4 0.4
H 0.3694 -1.3040 -7.0316 0.2 0.0 -0.1
H -1.0388 1.0600 -4.5112 -0.5 0.4 0.0
C 0.5510 -3.8411 6.0717 -0.3 0.0 -0.5
H -5.6415 -1.1309 -2.6099 -0.1 0.5 0.1
H 1.5333 0.3587 -3.9366 -0.4 0.6 -0.4
H 2.4871 -0.1398 0.1637 -0.2 0.5 0.0
H -2.9289 -1.9971 7.6041 -0.1 0.1 0.1
C 1.3384 7.1166 -0.8336 -0.3 -0.2 -1.1
C 2.1868 -0.1997 -6.5336 -0.2 0.5 -0.2
H 1.3815 0.3012 -1.2239 0.4 0.2 0.1
N 0.4850 4.8290 4.8977 0.1 0.0 -0.4
O -0.1220 -1.7183 0.5678 -0.2 0.3 -0.2
C -4.7392 -1.7340 1.7146 -0.3 -0.2 0.4
C 2.1436 2.2300 -6.1899 -0.3 -0.7 -0.7
H 0.8553 -3.9323 3.4624 0.0 0.0 -0.2
H 2.9338 -2.7897 5.0145 -0.1 0.0 0.0
C 0.3058 6.4057 -1.7495 0.0 0.4 0.0
H 5.9541 0.0210 2.3007 0.2 0.0 0.0
N 0.6091 -4.7680 -4.5818 -0.7 0.1 -0.3
H 1.3300 5.0011 -5.3835 0.0 -0.1 0.3
C 2.7825 2.6609 -7.4966 0.5 0.4 -0.2
H -2.4302 -0.5918 8.5769 0.1 -0.1 0.2
H 3.0039 5.4217 -4.9679 0.0 0.0 0.0
H 1.9527 6.4970 -5.9183 0.4 0.1 0.1
C -4.1633 0.1769 -1.6924 0.8 1.4 0.5
H 1.0582 2.1698 -6.3627 -0.1 0.3 0.3
H -0.1663 3.4913 -1.9029 -0.1 0.3 0.1
H -1.6266 -3.4763 4.1979 0.0 0.2 0.2
H 4.8070 -0.6301 -0.4817 0.0 0.5 0.1
H 0.9787 5.6915 5.0479 0.1 -0.1 0.2
H 2.3224 2.9547 -5.4032 0.1 0.1 0.0
H 2.6637 -0.0375 -7.5007 -0.2 -0.4 -0.2
H 0.4892 -0.0129 5.3489 -0.2 -0.1 -0.2
H -9.5662 -3.1684 2.9048 0.1 -0.2 -0.7
H 0.6439 1.5578 6.0858 -0.1 0.3 -0.2
C -0.4870 4.3799 5.8943 0.8 0.1 0.0
C -0.0771 0.8685 5.6516 0.0 -0.3 0.2
H 2.5491 -1.1461 -6.1346 0.4 0.2 0.2
H -0.6468 -5.5057 -6.0577 0.2 -0.1 0.3
H -1.3132 -3.0828 2.5362 0.2 0.1 0.0
H -0.3778 5.7843 -1.1710 0.2 -0.1 0.1
H 3.2256 -1.3055 -3.8697 -0.2 0.1 -0.4
H -0.8678 -0.1257 -3.2856 0.1 0.0 0.3
H -0.3143 7.2121 -2.1533 -0.1 -0.2 -0.2
H -0.1703 1.4975 -3.0548 0.1 -0.1 -0.1
H 2.4897 -5.5919 -4.5661 0.1 0.1 -0.1
H 2.4714 -4.8111 5.7784 0.1 -0.2 0.3
H 5.4115 1.9129 3.2599 0.0 0.3 -0.1
H 1.4440 -2.8721 -4.5383 -0.1 0.4 0.4
H -2.0076 -5.2998 -3.9992 0.3 0.0 0.0
C -5.0832 -3.1985 1.9820 0.9 0.1 -0.1
C 5.0264 2.4672 0.3826 0.4 -1.0 -0.8
N -1.4581 -0.7771 6.7634 0.0 0.0 0.2
C 2.1264 -2.1105 5.3444 0.2 -0.2 0.0
H -3.4301 0.1598 -0.8780 0.0 -0.6 0.0
O -0.2202 3.4486 3.2576 0.3 -0.3 0.0
N -0.1308 0.4969 0.9951 -0.2 0.3 -0.5
H -0.4982 -4.1107 5.9181 0.0 -0.1 0.2
H -0.9762 0.1278 2.8415 -0.4 -0.3 0.0
H 1.1906 -5.8009 6.6061 0.4 0.0 0.1
H 0.9850 5.6762 2.1447 0.2 0.4 0.4
H -2.7089 -4.5528 -5.3923 0.1 0.2 -0.1
C 0.4562 -2.9661 3.7792 0.0 0.9 1.0
H 2.1866 -1.2511 4.6724 -0.1 0.0 0.0
N 2.6564 0.9336 -5.7344 -0.4 0.7 0.7
H 1.5463 -1.0174 7.0708 0.4 0.5 -0.2
H -5.7653 2.1808 -4.7969 0.2 -0.1 -0.2
C 2.4095 -1.6144 6.7506 -1.1 -0.2 0.3
H 1.2224 2.5343 -1.5594 0.4 0.1 0.2
H -1.9908 -3.5622 -4.1148 0.1 0.1 -0.2
C 0.3660 -0.6078 0.3906 0.3 -0.6 0.9
C 1.5516 4.9235 2.7095 -0.3 0.4 -0.9
H -1.2308 3.7444 5.4285 -0.1 0.2 -0.1
C 5.2511 -0.8308 0.4929 0.0 -0.7 0.3
C -1.2920 0.4727 1.8528 0.2 0.5 0.9
C 5.7779 0.3643 1.2785 -0.5 -0.3 -0.2
H 3.8382 4.0739 1.1811 0.0 0.0 0.0
C 1.4167 -5.0789 5.8199 -0.3 0.0 -0.1
C 0.9253 -3.5416 -3.8345 0.4 -0.5 -0.4
H 4.4754 -1.2451 1.1423 -0.2 -0.2 -0.3
N 0.7908 -2.6864 5.2034 0.1 -0.2 -0.2
C 1.6142 -0.4132 -0.4305 -0.2 -0.2 -0.4
C 2.4323 -4.3027 -6.2994 0.0 -0.4 0.0
H 1.7388 -3.0561 -1.8804 0.0 0.0 0.1
H 4.2592 4.2496 -0.4761 -0.3 -0.1 -0.3
C 2.4795 0.7798 -4.2982 1.3 -1.9 0.6
H 3.8619 2.8001 -7.3906 0.0 -0.1 0.1
H -3.8164 -4.5960 3.9806 0.0 -0.4 -0.1
C 1.7684 -3.8549 -2.6138 0.5 -0.6 0.1
H 2.4469 5.3555 3.1497 -0.1 0.1 0.1
C -6.0132 -4.6644 3.6832 0.7 0.6 0.2
H -1.0062 -1.3869 6.0924 0.1 0.0 0.1
H -0.5802 1.2971 4.7858 0.1 0.2 0.1
C -1.0418 -2.8104 3.5594 0.1 -0.6 -0.6
C -4.7441 -4.7934 4.5131 0.1 0.7 0.8
H -8.6948 -4.6684 3.3574 -0.2 0.0 -0.3
H 0.8227 7.3390 0.0959 0.4 0.1 0.3
C -4.9299 -1.0926 -1.7748 -0.7 -1.0 -0.9
H 3.3972 1.3383 4.4446 0.1 -0.3 0.1
C -4.1481 0.8280 -4.0717 -0.3 -0.1 -0.3
H -0.9161 5.2557 6.3735 -0.2 -0.1 0.0
C 3.5388 0.9334 3.4394 0.1 0.7 -0.2
H -1.3173 -1.7675 3.6931 -0.2 -0.1 0.2
H 2.3929 3.6158 -7.8594 -0.2 -0.1 0.1
H 0.3892 1.3582 0.9787 0.0 0.0 -0.2
O -1.3460 1.3330 7.6327 -0.2 -0.3 -0.4
H 1.5601 -6.1932 -5.8706 -0.7 0.0 0.2
H 0.9651 -2.1568 3.2527 0.0 -0.3 -0.5
H -0.4574 -3.8459 -6.2464 0.1 0.5 0.5
C -8.6078 -3.5920 3.2091 -0.4 0.0 1.4
H 1.8633 -1.3583 -0.9019 -0.1 0.0 0.0
C 0.5637 4.3038 3.6520 -0.8 -0.1 0.0
H 3.9874 -0.0576 3.4774 -0.3 -0.2 0.1
H 6.7299 0.7462 0.8911 -0.1 0.1 0.0
H 0.0471 3.7808 6.6307 -0.3 0.0 0.2
H -6.0690 -5.5072 2.9768 -0.4 0.0 0.1
H 1.6378 8.0387 -1.3341 -0.1 0.2 0.3
H -4.7987 1.0172 -1.3496 -0.3 -0.2 -0.3
H -5.3396 -3.7001 1.0322 -0.2 0.0 0.1
N 0.8254 5.6261 -2.8699 0.2 0.4 0.5
C 4.4739 1.8730 2.6772 0.3 -0.7 0.6
H 3.3378 -1.0515 6.7567 0.0 0.0 0.3
H 3.7713 -0.1490 -2.7405 -0.5 0.3 0.0
C -1.0362 0.9467 -3.4262 0.9 -0.3 0.1
H -5.6405 -1.2331 1.3586 0.2 0.3 0.0
C 0.6674 -0.3278 -6.6359 -0.3 -0.4 0.1
C 3.9452 3.5048 0.2559 0.3 0.7 0.6
H 4.4802 -0.1087 -4.2878 -0.2 -0.1 -0.4
C 1.6555 4.4898 -2.4401 -0.3 0.4 -1.3
H -1.6352 1.4936 2.0236 0.1 0.1 -0.2
H 2.7262 1.6877 -3.7517 -0.3 0.3 -0.3
C 1.4853 6.5174 -3.8283 -0.1 -0.4 0.2
H 4.0400 2.8673 2.6866 0.0 0.1 -0.2
H 2.3207 7.0622 -3.3606 0.0 0.1 -0.1
H 1.4118 -4.7827 -2.1599 -0.3 0.2 0.1
H 2.5550 0.9290 2.9662 0.0 -0.3 -0.1
H 1.1767 -5.5905 4.8866 -0.1 0.2 -0.1
H 6.0342 2.8931 0.5376 -0.2 0.4 0.4
H 0.6430 -3.5353 7.1145 0.0 0.1 0.0
H -5.8485 1.7891 -3.0872 -0.1 -0.2 -0.2
H -2.5137 2.4270 -2.7819 0.3 -0.1 -0.4
```
Forces are in eV/Å.

Properties
Orbital gap, eV: 8.52
Lowest unoccupied orbital energy, eV: 0.6
Energy above the lowest of the compared OMol25 structures with the same formula, charge and spin, kcal per mole: 34.9

Löwdin atomic charge list, values in e, 2 entries: 0.056 -0.093

=====

Calculated strongest force on any atom, 0.77 2.38 eV/A (same order as the records).